The following is a quantum chemistry calculation of a cluster of 11 separate species, C72H176BrN10O6 in total at a distorted geometry, from the OMol25 dataset.

Cartesian coordinates (Å):
C  5.030  -6.810  -3.650
H  -5.180  0.313  -2.895
H  3.092  -4.404  -2.883
C  6.358  3.603  0.843
C  -5.704  -1.801  0.058
H  -0.989  7.549  2.774
H  0.233  1.052  2.549
H  3.019  -7.196  5.265
H  -0.503  8.393  -0.624
H  2.404  -4.143  -8.358
H  -2.653  0.923  1.037
H  6.353  3.233  1.868
C  -0.805  1.010  -2.149
H  -3.211  -2.182  5.455
C  2.592  -3.692  3.483
C  -6.220  -1.831  -1.312
O  0.818  -4.897  6.472
H  6.585  -5.165  3.209
H  0.241  -0.935  -7.406
C  3.256  -3.824  4.828
H  -4.645  -1.568  0.164
C  5.811  1.191  4.008
H  -7.776  5.385  -1.531
H  -1.841  2.493  2.506
H  5.228  -4.527  6.829
H  -3.149  4.294  7.869
H  2.001  -6.221  -0.658
C  -1.439  5.139  -3.127
H  -2.770  6.364  -2.017
H  4.504  -5.668  3.269
C  2.956  0.405  -2.538
C  -3.489  5.198  -4.505
H  6.079  1.668  0.056
C  -3.345  2.265  6.850
H  -2.321  2.898  8.595
C  1.134  -1.775  -4.908
H  -0.685  6.249  1.617
N  -6.700  -0.359  -1.510
H  -4.249  -0.003  2.860
C  4.335  -6.623  -2.295
H  5.918  -7.440  -3.605
N  -3.848  4.828  -3.014
H  0.736  -6.968  6.325
C  1.864  -4.675  -7.575
H  -8.014  6.355  -2.959
H  0.994  1.975  1.420
H  -3.301  -1.995  7.260
C  -6.469  -0.774  0.854
C  -0.732  1.664  -0.764
O  4.126  3.449  3.988
C  4.847  -5.719  4.302
H  0.589  7.199  -0.538
H  3.540  -4.737  7.344
C  -7.730  -0.316  -2.637
C  -5.136  5.497  -2.478
H  -4.569  2.739  -3.391
N  -3.421  -0.253  6.054
H  1.987  -6.355  7.307
H  -0.219  -2.664  -3.314
C  -2.623  5.300  -2.203
C  -3.199  3.218  8.033
H  -7.114  -2.454  -1.298
H  -1.497  4.567  -5.139
H  -1.433  2.468  -0.538
H  -0.430  3.630  2.667
H  -0.306  -2.018  1.662
H  2.068  -5.518  0.926
H  -1.590  6.264  -4.923
H  -0.542  -3.648  5.366
H  -0.694  1.823  -2.866
C  -5.489  0.567  -1.881
H  2.569  4.870  4.064
H  -5.083  5.393  -1.394
H  -2.528  0.652  -4.139
C  -0.017  1.657  1.677
H  6.161  -3.166  -0.800
C  4.346  1.185  4.497
H  4.382  -6.155  7.024
H  -4.038  3.274  -1.712
H  -5.207  -1.438  4.192
H  -6.501  4.996  -4.173
H  -4.734  1.382  3.684
H  -1.829  -0.513  1.717
H  3.821  -3.223  -1.768
H  2.594  -0.269  -6.504
H  -1.938  0.563  7.126
C  -3.859  3.305  -2.787
H  1.365  -2.079  1.288
H  -3.997  3.182  8.775
C  -1.985  5.327  -4.529
H  -8.382  -0.433  -0.241
C  3.219  1.595  -1.638
H  2.769  -3.621  -5.855
C  -0.941  7.304  1.713
H  0.058  0.349  -2.218
H  4.411  4.141  -1.211
H  -7.109  -1.187  1.634
H  -4.362  2.455  6.506
H  -6.315  3.785  -2.911
C  0.831  -2.485  -3.545
C  -0.910  2.855  2.069
H  1.362  0.071  0.043
H  2.679  -3.470  5.683
C  -2.410  -0.192  -3.460
H  -1.239  3.490  1.247
H  0.109  -0.972  -0.608
C  0.555  -1.375  1.478
H  7.814  -4.040  -0.609
H  0.200  2.227  -0.723
H  5.957  1.798  -3.388
N  4.544  -5.246  -1.566
C  0.196  9.623  1.701
H  1.307  -5.809  -9.755
C  -3.327  6.821  1.625
N  0.410  8.154  -0.264
H  -4.968  6.521  -2.811
C  0.259  8.193  1.258
H  3.240  3.924  -3.021
H  -3.967  4.441  -5.126
C  -9.647  1.075  -3.669
H  2.886  -0.347  4.512
H  6.499  -6.228  -0.967
C  -4.988  -0.365  6.092
H  2.343  2.235  -1.739
H  -0.510  10.294  1.212
H  2.000  -6.112  4.288
H  -3.982  6.164  -4.617
H  -5.426  0.547  6.498
H  2.560  -0.523  -2.127
C  0.421  -5.881  -9.124
C  -3.056  0.220  4.571
C  4.023  -4.067  -2.427
H  1.680  -3.103  3.578
H  1.277  -3.479  -3.527
C  2.542  -6.217  5.228
H  4.724  -7.398  -1.634
H  -0.848  -3.141  -7.317
H  4.061  0.187  -4.452
H  -2.473  -0.558  4.079
H  2.402  -5.568  -7.259
H  0.901  -0.875  2.382
H  1.154  7.691  1.626
H  -0.307  -5.233  4.627
H  -9.461  0.876  -4.725
H  6.551  -4.273  0.502
H  5.314  -5.880  -4.143
N  0.890  -2.565  -6.243
H  2.439  -4.619  2.929
H  -1.155  -2.017  -5.928
C  -7.351  -0.098  -0.128
H  -0.092  9.509  2.746
H  0.564  -0.851  -5.000
O  -2.066  0.336  -2.180
H  4.459  -0.889  4.788
H  -6.431  -0.234  4.354
N  -0.582  0.762  0.509
H  -2.935  2.753  -2.960
O  0.520  -4.941  -8.017
C  -1.957  0.109  0.831
C  1.111  -1.590  -7.374
H  -7.635  1.778  -3.132
H  2.570  -0.298  -8.273
C  -2.998  0.811  7.183
O  -2.233  7.654  1.142
C  4.256  0.189  -3.380
C  0.407  -0.401  0.272
H  4.433  -7.400  -4.345
H  -0.451  -5.601  -9.715
H  4.634  3.889  -3.900
C  3.392  2.174  3.808
H  -7.117  -0.619  -3.486
H  5.780  1.286  2.922
C  5.189  3.378  -1.258
H  -10.472  0.500  -3.248
C  0.422  -4.186  -0.501
C  2.486  -0.913  -7.377
H  0.225  -6.903  -8.800
H  -1.690  -0.972  -3.710
H  4.417  -6.026  0.512
C  6.192  -4.950  4.202
C  -2.820  -1.674  6.337
H  -0.723  5.907  -2.836
H  6.249  -3.873  4.360
H  6.886  -5.313  4.960
C  -0.617  -2.897  -6.280
C  4.323  -5.120  6.690
H  4.140  5.367  3.514
H  5.824  0.890  -1.917
C  -4.394  0.364  3.875
C  1.791  -3.800  -6.303
H  -10.003  2.105  -3.701
C  -7.795  5.342  -2.620
H  -3.566  7.022  2.669
N  4.398  2.425  -2.248
H  -3.393  -0.653  -3.359
H  1.164  10.096  1.534
C  3.968  -5.266  -0.127
H  4.832  -0.711  -3.163
H  6.365  2.075  4.322
H  -4.598  0.374  -1.284
H  4.954  -6.798  4.411
C  6.726  -4.065  -0.554
H  3.333  -1.581  -7.536
H  1.073  -2.209  -8.270
H  4.162  -4.334  0.405
H  3.289  -3.151  2.843
H  4.192  -3.266  4.866
H  0.061  -4.115  0.525
H  1.340  -4.335  -5.467
H  4.744  -3.787  -3.196
H  -1.730  -1.649  6.345
H  1.206  -1.947  -2.674
N  3.780  -5.229  5.257
H  -8.768  1.438  -1.829
H  3.243  1.928  2.757
C  3.902  3.195  -3.487
H  -2.682  2.600  6.053
H  1.097  8.782  -0.656
C  6.127  -5.264  -1.313
H  -0.832  4.236  -3.060
C  2.366  -5.353  -0.110
H  6.549  -5.132  -2.309
C  5.250  1.240  -2.775
H  -2.580  4.867  -1.204
H  -5.790  -2.757  0.573
H  2.198  -1.543  -4.850
H  -0.006  -5.141  -0.803
C  1.457  -6.153  6.376
H  7.366  3.733  0.447
H  -5.762  -0.068  1.289
H  -0.032  -3.400  -1.105
H  -5.714  1.627  -1.769
C  -6.399  4.856  -3.096
C  -0.314  -4.693  5.574
H  -2.498  1.155  4.615
H  -4.144  6.958  0.916
H  4.274  1.245  5.583
H  6.002  3.720  -1.899
N  3.861  -0.270  4.260
H  -0.935  -3.735  -5.660
H  -5.308  -1.233  6.669
H  -7.270  0.973  0.060
H  3.268  -6.842  -2.325
C  -8.383  1.067  -2.779
H  2.427  2.163  4.316
H  3.967  -0.440  3.270
C  3.410  4.561  3.444
H  3.193  4.476  2.379
H  -5.499  -2.099  -2.084
H  4.711  2.434  0.646
H  3.428  1.235  -0.630
Br  0.435  0.118  5.305
H  6.463  0.382  4.336
H  2.186  0.789  -3.207
H  -2.428  -0.495  0.056
H  -3.346  0.440  8.147
H  -8.566  4.672  -3.000
O  1.869  -4.128  -0.608
H  5.762  4.515  0.874
C  -5.406  -0.465  4.642
H  -0.950  -5.291  6.226
C  5.597  2.646  0.047
H  -8.497  -1.055  -2.404
H  3.557  2.575  -4.314
H  -3.062  5.764  1.601

As for the total energy: -174628.536 eV. Its net charge is +9. The calculation puts the orbital gap at 7.03 eV.

The following is a quantum chemistry calculation of a cluster of 2 separate species, C3H11NO2 in total at a distorted geometry, from the OMol25 dataset.

Cartesian coordinates (Å):
H  1.997  3.035  -2.880
C  2.658  3.421  -2.105
H  2.289  3.103  -1.068
C  2.907  4.935  -2.238
O  1.781  5.638  -2.669
H  -1.470  -4.374  0.891
C  -2.675  -5.093  2.350
H  -0.621  -4.494  2.450
O  -3.362  -4.015  2.817
H  3.750  5.139  -2.873
H  0.914  5.542  -2.219
H  -3.014  -3.275  3.409
H  -2.526  -5.885  3.128
N  -1.387  -4.887  1.705
H  3.377  5.284  -1.293
H  -3.311  -5.437  1.604
H  3.629  3.008  -2.307

As for the total energy: -8872.675 eV. Its net charge is 0. The calculation puts the orbital gap at 10.63 eV. The value obtained for the energy above the lowest of the compared OMol25 structures with the same formula, charge and spin is 1.8140 eV.

Which value of orbital gap does entry 2 give?
10.63 eV